[1]
{
  "formula": "C2H5N2P",
  "method": "ωB97M-V/def2-TZVPD",
  "elements": ["C", "C", "N", "N", "P", "H", "H", "H", "H", "H"],
  "coordinates": [[0.713, 0.829, -0.155], [0.471, -0.637, -0.228], [-0.687, 1.401, 0.434], [-1.640, 0.629, 0.281], [-1.429, -1.004, -0.216], [1.425, 1.220, 0.574], [1.067, 1.403, -1.142], [0.848, -1.190, -1.156], [0.854, -1.081, 0.616], [-1.622, -1.570, 0.992]],
  "atomic_forces_ev_per_a": [[-0.89, 2.05, -0.86], [-0.43, -1.49, -3.03], [-0.05, -0.62, -1.98], [0.25, 1.80, 1.69], [1.66, 0.92, -2.63], [0.04, -0.65, 0.16], [-1.49, -1.33, 1.87], [-0.19, 1.01, 1.32], [1.09, -1.29, 1.81], [0.00, -0.39, 1.64]],
  "orbital_gap_ev": 9.3,
  "smiles": "C1CPN=N1",
  "max_force_ev_per_a": 3.4,
  "homo_ha": -0.3211,
  "lumo_energy_ev": 0.6,
  "energy_ha": -529.9794
}

=====

[2]
{
  "formula": "C2H6NS",
  "method": "ωB97M-V/def2-TZVPD",
  "elements": ["S", "H", "C", "C", "N", "H", "H", "H", "H", "H"],
  "coordinates": [[-3.049, -0.245, 1.403], [-3.071, -1.432, 1.989], [1.683, 0.916, -0.841], [0.460, 0.417, -0.575], [0.183, -0.781, 0.114], [2.592, 0.458, -0.486], [1.723, 1.539, -1.730], [-0.425, 0.743, -1.118], [-0.820, -0.874, 0.274], [0.725, -0.739, 0.969]],
  "atomic_forces_ev_per_a": [[0.10, 0.42, -0.33], [-0.02, -0.49, 0.23], [-1.02, -0.10, -0.58], [0.12, -1.64, -0.90], [0.70, 1.51, 0.01], [0.08, -0.01, 0.19], [0.29, 0.47, 0.47], [0.22, 0.42, 0.02], [-0.10, 0.10, 0.68], [-0.37, -0.68, 0.21]],
  "orbital_gap_ev": 6.8,
  "max_force_ev_per_a": 1.9,
  "homo_ha": -0.1036,
  "lumo_energy_ev": 4.0,
  "total_charge": -1,
  "energy_ha": -532.7541
}

=====

[3]
{
  "formula": "C54H53AsF7O18V",
  "method": "ωB97M-V/def2-TZVPD",
  "elements": ["O", "V", "O", "As", "F", "F", "F", "F", "F", "F", "F", "C", "C", "C", "C", "C", "C", "H", "H", "H", "H", "H", "C", "C", "C", "C", "C", "C", "O", "O", "H", "H", "H", "H", "H", "H", "C", "C", "C", "C", "C", "C", "O", "O", "H", "H", "H", "H", "H", "H", "C", "C", "C", "C", "C", "C", "O", "O", "H", "H", "H", "H", "H", "H", "C", "C", "C", "C", "C", "C", "O", "O", "H", "H", "H", "H", "H", "H", "C", "C", "C", "C", "C", "C", "O", "O", "H", "H", "H", "H", "H", "H", "C", "C", "C", "C", "C", "C", "O", "O", "H", "H", "H", "H", "H", "H", "C", "C", "C", "C", "C", "C", "O", "O", "H", "H", "H", "H", "H", "H", "C", "C", "C", "C", "C", "C", "O", "O", "H", "H", "H", "H", "H", "H"],
  "coordinates": [[12.465, 31.947, 2.873], [12.435, 31.312, 4.362], [11.072, 30.469, 4.578], [12.669, 27.873, 1.961], [12.234, 28.626, 3.564], [14.188, 28.888, 2.003], [13.130, 27.354, 0.319], [11.222, 26.766, 1.883], [11.607, 29.113, 1.273], [13.644, 26.606, 2.738], [8.076, 23.989, 6.263], [8.489, 23.380, 5.078], [8.292, 22.012, 4.781], [8.957, 21.509, 3.662], [9.674, 22.290, 2.871], [9.901, 23.626, 3.166], [9.391, 24.117, 4.382], [7.583, 21.379, 5.294], [8.980, 20.460, 3.404], [10.246, 21.814, 2.089], [10.402, 24.275, 2.463], [9.545, 25.125, 4.737], [16.503, 32.333, -0.265], [15.188, 31.791, -0.244], [14.885, 30.529, -0.534], [15.855, 29.671, -1.058], [17.086, 30.268, -1.372], [17.463, 31.495, -0.907], [18.776, 31.927, -1.147], [13.632, 30.049, -0.422], [16.725, 33.290, 0.183], [14.429, 32.373, 0.257], [15.648, 28.652, -1.351], [17.789, 29.684, -1.947], [19.154, 31.639, -1.981], [13.773, 29.179, -0.040], [13.767, 26.195, 8.206], [13.396, 26.308, 6.858], [12.077, 26.211, 6.481], [11.099, 25.909, 7.492], [11.485, 25.793, 8.833], [12.856, 26.043, 9.227], [13.104, 26.235, 10.504], [11.644, 26.407, 5.193], [14.823, 26.358, 8.361], [14.098, 26.642, 6.109], [10.038, 25.875, 7.292], [10.831, 25.452, 9.622], [12.851, 25.575, 11.153], [12.232, 26.779, 4.531], [13.047, 27.874, -3.208], [13.938, 27.055, -3.868], [14.774, 27.523, -4.890], [14.720, 28.857, -5.259], [13.755, 29.652, -4.754], [12.942, 29.163, -3.725], [11.939, 29.872, -3.151], [15.727, 26.691, -5.401], [12.451, 27.696, -2.325], [13.971, 25.991, -3.685], [15.306, 29.161, -6.113], [13.473, 30.648, -5.063], [11.311, 29.169, -2.973], [16.328, 26.992, -6.086], [15.608, 23.635, 4.530], [15.205, 23.200, 5.868], [13.967, 22.605, 6.052], [13.106, 22.465, 4.999], [13.468, 22.910, 3.724], [14.740, 23.507, 3.504], [15.066, 24.067, 2.264], [13.595, 22.191, 7.326], [16.626, 23.982, 4.428], [15.924, 23.317, 6.665], [12.181, 21.946, 5.199], [12.791, 22.881, 2.882], [14.332, 24.583, 1.923], [13.987, 22.813, 7.944], [7.276, 32.364, 3.961], [8.336, 31.658, 3.500], [8.118, 30.618, 2.625], [6.819, 30.267, 2.182], [5.794, 31.117, 2.603], [6.006, 32.057, 3.557], [4.898, 32.653, 4.121], [9.269, 30.090, 2.141], [7.495, 33.103, 4.717], [9.274, 32.137, 3.738], [6.479, 29.396, 1.642], [4.798, 30.876, 2.263], [5.232, 33.454, 4.530], [9.152, 29.380, 1.505], [11.378, 23.783, -1.430], [10.460, 24.708, -0.905], [9.153, 24.328, -0.443], [8.966, 22.939, -0.412], [9.831, 21.952, -0.907], [11.053, 22.452, -1.440], [11.916, 21.564, -1.855], [8.173, 25.121, 0.005], [12.304, 24.061, -1.912], [10.848, 25.714, -0.843], [8.044, 22.552, -0.005], [9.688, 20.882, -0.935], [12.791, 21.944, -1.752], [8.396, 25.947, -0.430], [6.124, 27.536, 5.521], [7.050, 28.327, 6.262], [8.398, 28.448, 5.775], [8.820, 27.656, 4.754], [7.947, 26.908, 4.032], [6.592, 26.828, 4.432], [5.667, 26.140, 3.663], [9.303, 29.216, 6.364], [5.086, 27.424, 5.799], [6.741, 28.740, 7.211], [9.849, 27.692, 4.427], [8.308, 26.484, 3.106], [5.883, 25.786, 2.797], [9.817, 29.509, 5.608], [17.924, 25.858, -2.150], [16.628, 25.458, -2.201], [15.835, 25.627, -1.061], [16.405, 26.196, 0.066], [17.664, 26.581, 0.174], [18.456, 26.376, -0.988], [19.725, 26.787, -1.043], [14.474, 25.328, -1.116], [18.571, 25.620, -2.981], [16.106, 25.157, -3.097], [15.687, 26.545, 0.794], [18.014, 27.175, 1.005], [20.310, 26.716, -0.285], [13.901, 26.031, -0.803]],
  "atomic_forces_ev_per_a": [[0.38, -0.01, 1.60], [-1.30, -0.93, -2.33], [0.48, 1.18, 0.96], [-1.04, 1.47, 0.60], [0.95, -1.70, -1.43], [-1.78, -1.03, -0.17], [-0.11, 0.04, 0.78], [1.87, 0.98, 0.49], [1.44, -1.15, 0.27], [-1.06, 0.67, -0.55], [-0.31, -1.14, -1.19], [0.44, -1.48, 1.74], [-0.61, 0.93, 0.03], [-1.54, -1.57, 1.87], [2.54, 1.67, -1.74], [-0.63, 0.32, 0.87], [0.17, 0.95, -1.75], [0.14, 0.12, 0.44], [-0.58, -0.24, 0.32], [-0.19, 0.20, -0.49], [0.42, 0.06, 0.20], [0.35, -0.02, -0.21], [0.02, -2.22, -1.28], [1.36, 3.41, 2.06], [0.34, -2.82, -1.48], [1.06, 1.64, -0.72], [-0.61, -2.01, 0.30], [0.01, 1.93, -0.10], [-0.37, 0.73, 0.89], [-0.59, 0.21, 0.34], [0.08, 0.04, -0.25], [-0.25, 0.14, -0.11], [-0.14, -0.06, -0.06], [0.31, -0.13, 0.09], [-0.50, -0.37, -0.03], [-0.54, -0.21, -0.14], [0.76, 0.58, -0.23], [-0.68, 0.20, 0.14], [-0.86, 0.07, 0.19], [0.87, 0.19, 0.42], [1.86, 0.20, -1.01], [-3.00, -1.20, -3.07], [1.85, 0.77, 2.69], [-1.00, -0.67, 0.89], [0.10, 0.04, 0.62], [0.36, -0.34, -0.02], [-0.02, -0.24, -0.48], [-0.51, 0.37, -0.08], [-0.33, -0.30, -0.52], [0.71, 0.07, 0.56], [1.09, 0.95, -1.39], [0.51, -1.34, -0.50], [0.31, 0.87, 0.61], [0.56, -1.06, -1.36], [-2.31, 1.03, 1.88], [0.39, -0.63, 0.40], [-0.53, 0.96, -0.60], [-0.04, -1.63, 0.33], [0.04, -0.78, -0.01], [0.19, -0.07, 0.41], [0.29, 0.28, 0.03], [0.54, 0.16, -0.35], [-0.54, 0.56, 0.49], [-0.51, 0.77, 0.10], [0.22, -0.99, 3.49], [0.54, 0.31, -2.68], [1.42, 0.77, 1.28], [-0.41, -0.32, -1.37], [0.84, 0.40, 0.50], [-1.85, 0.51, -1.23], [0.35, -0.82, 0.61], [-0.25, -0.07, -0.55], [-0.11, 0.37, -0.29], [-0.07, -0.06, 0.20], [-0.32, 0.20, -0.22], [-0.20, -0.23, 0.04], [-0.25, 0.02, 0.07], [0.01, 0.05, 0.14], [-0.36, 0.34, 1.00], [0.09, 0.92, -0.32], [0.25, -1.07, -1.45], [0.44, 1.36, 1.12], [-0.20, -1.83, -0.47], [-0.93, 0.70, 0.39], [0.04, 0.44, -0.11], [0.26, -0.44, 0.03], [-0.35, 0.36, 0.07], [0.54, -1.04, -0.21], [0.79, -0.10, -0.41], [-0.24, 0.19, 0.18], [-0.27, 0.17, 0.23], [-0.22, -0.06, 0.03], [-1.48, 0.40, 0.30], [-0.74, 0.10, 0.18], [3.56, -2.75, -0.91], [-0.92, -1.23, -0.25], [1.39, 2.71, -0.49], [-2.62, 0.19, 1.55], [2.14, -2.15, -1.07], [-0.08, 1.05, -0.08], [0.20, 0.44, 0.32], [-0.45, 0.47, 0.03], [-0.34, 0.26, 0.16], [-0.40, 0.08, 0.29], [0.32, -0.16, -0.26], [-0.51, 0.70, 0.35], [1.42, 0.23, 0.71], [0.62, -0.86, -1.38], [-2.95, -1.16, 1.69], [0.47, 0.09, -1.25], [-1.86, -0.25, -0.16], [0.94, -0.04, -2.02], [-1.16, -0.06, 0.81], [0.27, 1.14, 1.07], [-0.02, 0.12, 0.15], [0.09, 0.46, -0.12], [0.09, 0.19, 0.10], [-0.21, -0.49, -0.05], [0.99, 0.32, 0.25], [1.17, 0.72, -0.02], [1.24, -0.58, -0.05], [-2.61, 0.02, 0.90], [-0.07, 0.25, -0.89], [-3.90, -0.09, 0.56], [2.98, 0.49, -1.82], [-0.76, 0.06, 1.67], [2.23, 0.71, -1.02], [0.65, -0.76, -0.43], [0.20, 0.43, -0.10], [0.37, -0.27, -0.22], [-0.03, -0.34, 0.59], [0.17, -0.15, 0.09], [-0.76, -0.18, 0.39], [0.28, 0.38, 0.39]],
  "orbital_gap_ev": [5.7, 5.7],
  "max_force_ev_per_a": 4.6,
  "homo_ha": [-0.1967, -0.1967],
  "lumo_energy_ev": [0.3, 0.3],
  "multiplicity": 2,
  "total_charge": -1,
  "energy_ha": -7322.6929
}

=====

[4]
{
  "formula": "C4H5NO3",
  "method": "ωB97M-V/def2-TZVPD",
  "elements": ["C", "C", "C", "C", "N", "O", "O", "O", "H", "H", "H", "H", "H"],
  "coordinates": [[1.330, 1.213, 0.126], [0.798, 0.064, -0.248], [-1.248, 1.411, -0.174], [-0.777, 0.053, -0.367], [-1.408, -0.882, 0.487], [1.348, -1.271, 0.044], [-2.083, 2.022, 0.366], [2.665, 1.355, 0.210], [-1.086, -0.226, -1.336], [0.919, -1.911, -0.602], [-1.468, -0.776, 1.462], [-2.022, -1.519, 0.115], [3.032, 0.467, -0.083]],
  "atomic_forces_ev_per_a": [[0.57, 0.47, -0.76], [-3.01, -2.48, 1.01], [0.24, 2.97, 1.38], [1.93, -2.21, 0.98], [0.96, 0.53, 0.14], [-1.00, 1.18, -1.94], [0.97, -0.88, -0.90], [0.24, -1.01, 0.01], [-0.19, -0.19, -1.58], [0.80, 1.24, 1.21], [0.23, 0.40, 1.01], [-1.60, -1.38, -0.94], [-0.15, 1.37, 0.39]],
  "orbital_gap_ev": [8.4, 6.7],
  "max_force_ev_per_a": 4.0,
  "homo_ha": [-0.3124, -0.2832],
  "lumo_energy_ev": [-0.1, -1.0],
  "energy_ha": -435.6938
}

=====

[5]
{
  "formula": "C24H26BF10GeHfN9OSSeTe",
  "method": "ωB97M-V/def2-TZVPD",
  "elements": ["Hf", "C", "C", "N", "N", "C", "B", "N", "C", "C", "C", "N", "N", "C", "C", "C", "N", "N", "C", "C", "C", "N", "H", "H", "H", "H", "H", "H", "H", "H", "H", "H", "H", "H", "F", "C", "C", "F", "C", "F", "C", "S", "C", "F", "C", "F", "N", "C", "C", "Ge", "C", "C", "C", "Se", "C", "H", "H", "H", "H", "H", "H", "H", "H", "H", "H", "H", "H", "H", "H", "F", "Te", "F", "F", "F", "F", "O"],
  "coordinates": [[0.162, 1.616, 1.604], [-1.585, 3.836, -1.893], [-1.532, 2.673, -1.130], [-0.465, 2.695, -0.329], [0.173, 3.870, -0.558], [-0.492, 4.573, -1.486], [1.407, 4.269, 0.287], [2.409, 3.050, 0.223], [3.745, 3.104, 0.157], [4.245, 1.815, 0.176], [3.121, 1.007, 0.281], [2.013, 1.749, 0.291], [0.899, 4.491, 1.752], [1.266, 5.361, 2.701], [0.440, 5.209, 3.801], [-0.421, 4.183, 3.455], [-0.169, 3.749, 2.217], [2.095, 5.459, -0.332], [2.545, 5.529, -1.616], [3.203, 6.719, -1.767], [3.115, 7.326, -0.498], [2.456, 6.569, 0.358], [-2.322, 4.110, -2.627], [-2.208, 1.835, -1.094], [-0.143, 5.547, -1.786], [4.248, 4.056, 0.091], [5.276, 1.512, 0.127], [3.042, -0.063, 0.396], [2.064, 6.055, 2.511], [0.468, 5.774, 4.716], [-1.197, 3.708, 4.033], [2.368, 4.727, -2.316], [3.674, 7.097, -2.657], [3.502, 8.280, -0.178], [-2.699, -8.790, 1.572], [-2.216, -7.560, 1.612], [-0.946, -7.328, 2.109], [-0.215, -8.342, 2.551], [-0.436, -6.040, 2.156], [0.778, -5.869, 2.668], [-1.180, -4.967, 1.686], [-0.704, -3.272, 1.684], [-2.456, -5.226, 1.203], [-3.179, -4.196, 0.754], [-2.982, -6.498, 1.156], [-4.196, -6.705, 0.662], [-2.404, -0.284, 0.496], [-1.845, 0.576, 1.031], [-3.890, -2.355, -1.882], [-2.313, -3.074, -2.745], [-2.507, -3.170, -4.678], [-1.665, -4.764, -2.023], [-0.803, -1.716, -2.561], [0.134, -1.559, -0.931], [1.502, -2.885, -1.217], [-4.581, -3.164, -1.644], [-4.389, -1.669, -2.568], [-3.646, -1.816, -0.970], [-3.323, -3.849, -4.930], [-1.598, -3.540, -5.151], [-2.747, -2.190, -5.092], [-2.498, -5.465, -1.942], [-1.230, -4.652, -1.030], [-0.921, -5.204, -2.688], [-1.243, -0.738, -2.759], [-0.070, -1.967, -3.330], [1.029, -3.819, -1.509], [2.042, -3.001, -0.282], [2.166, -2.535, -2.006], [-0.416, 1.167, 3.586], [1.414, -0.216, 3.784], [1.837, 1.875, 2.912], [2.940, -1.219, 3.293], [0.886, -3.455, 1.827], [0.334, -1.675, 4.275], [0.837, -0.334, 2.010]],
  "atomic_forces_ev_per_a": [[-0.19, -0.31, 0.44], [-0.04, -0.05, 0.00], [0.01, 0.05, -0.02], [-0.08, 0.10, 0.07], [0.03, -0.09, -0.05], [0.05, 0.03, 0.06], [0.01, -0.04, -0.04], [-0.03, 0.03, -0.11], [-0.04, 0.05, -0.01], [0.00, -0.03, 0.01], [-0.03, -0.01, 0.02], [-0.11, 0.20, 0.23], [-0.15, 0.13, -0.16], [0.03, 0.03, 0.01], [0.03, -0.01, -0.04], [-0.04, -0.04, 0.06], [0.51, -0.09, -0.01], [0.02, 0.05, 0.06], [0.01, -0.02, 0.00], [-0.01, -0.02, -0.02], [-0.01, 0.00, 0.02], [0.00, 0.00, -0.04], [0.01, 0.00, 0.01], [-0.02, 0.02, -0.03], [-0.02, -0.01, -0.02], [0.02, -0.03, -0.01], [-0.01, 0.00, 0.00], [0.04, -0.01, -0.01], [-0.01, 0.01, -0.01], [-0.01, -0.01, 0.00], [0.00, 0.01, 0.00], [0.00, 0.01, 0.01], [0.00, 0.01, 0.02], [0.00, -0.01, -0.01], [-0.01, -0.02, -0.01], [-0.05, 0.01, -0.02], [0.05, -0.01, 0.01], [0.00, 0.00, 0.01], [0.06, 0.00, 0.06], [0.00, -0.05, 0.03], [-0.06, 0.05, -0.04], [0.00, 0.08, 0.10], [0.03, -0.03, -0.01], [-0.09, 0.09, -0.06], [0.00, -0.05, 0.01], [-0.03, -0.01, 0.00], [-0.19, 0.03, -0.05], [0.51, -0.20, -0.01], [-0.04, 0.02, -0.05], [0.02, 0.00, 0.07], [-0.01, -0.03, -0.03], [0.04, -0.06, -0.01], [0.07, 0.00, -0.12], [-0.10, 0.00, 0.22], [0.00, -0.04, -0.05], [0.00, -0.01, 0.00], [0.00, -0.01, 0.01], [0.03, -0.02, 0.07], [0.01, 0.01, 0.00], [-0.01, 0.00, 0.00], [0.00, 0.00, 0.00], [0.00, 0.01, -0.02], [0.02, 0.05, -0.02], [0.00, 0.00, 0.01], [-0.01, 0.01, 0.02], [-0.03, 0.03, -0.03], [0.01, -0.02, 0.00], [0.00, -0.01, 0.00], [-0.01, 0.02, -0.01], [-0.30, 0.10, -0.14], [-0.27, 0.10, -0.44], [0.02, -0.01, -0.15], [-0.01, -0.11, 0.08], [0.05, 0.10, -0.04], [0.10, -0.18, -0.05], [0.21, 0.23, 0.23]],
  "orbital_gap_ev": [8.9, 5.5],
  "max_force_ev_per_a": 0.6,
  "homo_ha": [-0.4188, -0.4187],
  "lumo_energy_ev": [-2.5, -5.9],
  "multiplicity": 2,
  "total_charge": 1,
  "energy_ha": -7714.2912
}

=====

[6]
{
  "formula": "C10H7NO4",
  "method": "ωB97M-V/def2-TZVPD",
  "elements": ["C", "C", "C", "C", "C", "C", "C", "C", "C", "C", "N", "O", "O", "O", "O", "H", "H", "H", "H", "H", "H", "H"],
  "coordinates": [[-3.235, -2.078, 0.919], [-2.512, -1.651, 2.122], [-2.922, -1.454, -0.357], [-1.425, -0.845, 2.053], [-1.732, -0.680, -0.400], [-0.986, -0.279, 0.741], [-1.450, -0.032, -1.530], [2.019, 1.092, -0.824], [0.820, 1.291, -0.098], [4.176, 1.848, -1.269], [0.165, 0.291, 0.596], [-1.379, 0.387, -2.575], [2.117, 0.294, -1.717], [0.798, 1.234, 1.360], [2.999, 1.957, -0.455], [-4.115, -2.582, 0.994], [-2.764, -2.130, 2.987], [-3.455, -1.537, -1.247], [-0.900, -0.546, 2.931], [4.924, 1.033, -0.779], [4.687, 2.845, -1.184], [4.171, 1.543, -2.269]],
  "atomic_forces_ev_per_a": [[3.23, 4.33, -1.81], [-1.17, -1.10, -3.95], [0.46, -1.77, 4.81], [1.64, 2.23, -3.42], [0.42, 1.24, 0.25], [-5.00, -3.82, 4.67], [-0.79, -1.54, 1.55], [2.39, 0.41, -1.53], [-2.47, -1.17, 3.71], [3.73, -0.22, 3.43], [3.62, 0.24, -3.39], [0.73, 1.73, -3.51], [-0.15, -0.08, 0.09], [1.09, 2.62, 0.77], [-0.61, -0.77, -1.20], [-2.19, -1.69, 0.30], [-0.69, -0.84, 2.31], [-1.08, -0.52, -1.12], [0.43, 0.11, 0.42], [-1.76, 1.90, -0.83], [-0.56, -1.02, -0.06], [-1.31, -0.29, -1.51]],
  "orbital_gap_ev": [6.4, 6.0],
  "max_force_ev_per_a": 7.8,
  "homo_ha": [-0.2114, -0.3035],
  "lumo_energy_ev": [0.7, -2.3],
  "multiplicity": 3,
  "energy_ha": -740.6597
}